Molecular formula: C4H13N2O
Method: DFT, ωB97M-V/def2-TZVPD

The lowest unoccupied orbital energy comes out at -4.756 eV. The largest force on an atom comes out at 1.11 eV/A. The spin multiplicity is 1. The calculation puts the total energy at -344.675447 Eh. As for the HOMO energy: -13.081 eV. Its frontier orbital gap is 0.306 hartree. The charge is +1.

Last column: Löwdin charge in e.
Cartesian coordinates (Å):
C: 0.776 -0.554 -3.126  -0.061
C: 0.949 -0.640 -1.629  -0.172
C: -0.855 -1.388 -0.101  0.206
N: -0.004 -1.594 -1.019  0.048
H: 1.051 -1.452 -3.676  0.088
H: -0.258 -0.349 -3.413  0.091
H: 1.343 0.298 -3.496  0.095
H: 1.933 -0.987 -1.315  0.141
H: 0.710 0.323 -1.177  0.120
H: -1.440 -2.222 0.265  0.136
H: -0.926 -0.423 0.398  0.080
H: -0.017 -2.500 -1.471  0.177
N: 0.506 1.577 2.972  0.030
C: -0.452 1.558 1.885  -0.341
O: -1.596 0.721 2.085  -0.084
H: 0.219 2.240 3.688  0.081
H: 0.571 0.673 3.404  0.069
H: -0.733 2.604 1.740  0.125
H: 0.068 1.210 0.992  0.079
H: -1.846 0.907 2.996  0.093